C41H46AsCsIN8S | ωB97M-V/def2-TZVPD

XYZ file:
```
99
C41H46AsCsIN8S | the OMol25 dataset | ωB97M-V/def2-TZVPD
H -6.0392 1.2006 -1.8702
Cs 0.6080 -1.0886 -2.3150
H 3.0183 -2.9690 -0.4716
H 1.2109 4.8465 -3.0936
C -4.1554 -0.9810 0.6915
C 1.9494 4.2714 1.1966
H 3.8745 -1.2367 3.2498
H 5.2465 -0.9108 -1.7352
C -3.4481 -1.8412 2.9755
H -4.0036 -2.6608 -3.3855
H 1.6420 -2.6706 0.5649
H 5.0112 2.4341 -4.4014
H 2.2362 -1.8601 2.9701
C 1.7248 3.9678 -2.7188
C -5.5077 0.5890 -1.1469
C -4.1113 -6.1377 -1.7380
C -3.2908 -3.8674 -1.7624
H -5.3489 -4.4554 -4.4006
S -0.1354 -3.8115 -1.1626
C -4.8405 -5.9034 -2.8979
H 5.4959 1.7492 0.3756
N -1.4649 2.5412 -2.7093
N 4.7814 -0.0040 1.3487
C 3.6761 0.4432 -1.3212
H -2.7254 -5.3270 -0.3082
C -3.9702 -1.2388 -0.6730
H -4.5033 -0.5514 -2.6445
C 3.5017 2.3455 -2.8649
H 1.8514 4.9409 0.3347
H 2.8199 -3.9070 1.0151
C 4.6541 1.8777 -3.5431
H 0.4734 0.8647 3.7516
H 0.5193 -0.6268 1.4660
H -1.1637 -0.4250 2.0005
As -2.1945 -2.4329 -1.0007
C 4.7835 0.0223 -2.0319
C -0.4423 4.2111 1.6866
C -3.3445 -1.8388 1.5831
H 6.2916 -0.2718 2.7860
C -4.0261 -3.6393 -2.9198
N -0.1290 1.3656 1.7994
C 1.2367 3.3248 -1.5705
N 3.5331 -1.9702 1.3086
H 3.5916 -2.9826 3.1393
C -0.2097 1.5530 3.2387
N 1.3506 1.5563 0.0724
H 3.2403 4.0034 -4.2229
H -2.7121 1.2862 -0.1092
C -2.3799 -2.6424 0.9552
N 0.7713 3.4684 1.4163
H -1.2942 3.5372 1.7242
H -0.7712 2.5011 -3.4341
H 2.8121 3.6337 1.0307
C -2.2106 3.6083 -2.3611
N -1.5462 1.5306 -1.8313
H -0.6286 4.9462 0.8929
C 6.0194 -0.6132 1.7820
C -2.8492 3.2495 -1.2013
H -5.4387 -6.6933 -3.3381
H 0.3407 3.7018 -1.0911
C 4.8214 1.4290 1.1791
C 5.2832 0.7435 -3.1281
H -0.9852 -4.0465 3.7133
H 5.1542 1.8904 2.1142
C 3.0021 1.6565 -1.7220
H -0.7826 -4.0163 1.2141
H 3.8220 1.7892 0.9509
C 2.8422 3.5045 -3.3473
H -0.7105 -0.0318 0.3401
C -1.6462 -3.4257 3.1178
C 0.7021 2.1303 1.0317
H -1.2237 1.3352 3.5775
C -2.6029 -2.6306 3.7417
C -0.3770 -0.0066 1.3758
H -2.2434 4.5125 -2.9466
C -1.5366 -3.4286 1.7323
C -4.9864 0.0522 1.1368
C 3.3001 -2.0081 2.7444
I -4.1430 4.4126 -0.1010
H -4.1369 -7.1164 -1.2719
H -0.3777 4.7523 2.6367
H -6.3273 1.6257 0.5556
C 3.8034 -0.7638 0.7037
C -4.6490 -0.4168 -1.5737
C -4.7902 -4.6495 -3.4919
H -5.0973 0.2606 2.1970
H 2.1357 4.8819 2.0863
C 2.7049 -2.9199 0.5673
C 1.8549 2.2117 -1.0348
H -4.1979 -1.2297 3.4656
N 3.1664 -0.4139 -0.3500
H 6.1572 0.3780 -3.6533
H 6.8413 -0.3536 1.1019
H -2.6969 -2.6335 4.8222
H 0.0491 2.5699 3.5178
H 5.9095 -1.6946 1.7984
C -5.6760 0.8281 0.2169
C -2.4088 1.9390 -0.9163
C -3.3348 -5.1303 -1.1817
```

Summary:
E: -135507.077 eV
net charge: -1
2S+1: 1
energy above the lowest of the compared OMol25 structures with the same formula, charge and spin: 0.1280 eV

---

C41H47Br9N4O14 | ωB97M-V/def2-TZVPD

XYZ file:
```
115
C41H47Br9N4O14 | the OMol25 dataset | ωB97M-V/def2-TZVPD
H 4.6809 2.9501 7.1220
C -2.0215 6.6980 -7.0039
C -11.9661 0.5373 -1.5852
H 3.3241 -3.5354 6.5583
Br 2.0382 -8.1285 2.0602
C 0.6604 -0.2140 0.3329
C -2.6798 6.4023 -8.1647
H -12.8805 -0.0157 -1.7419
C -1.5418 1.4296 -0.4323
C 5.1175 3.8044 6.6260
H 0.0141 2.9311 -0.9223
H -1.3627 -7.8968 -4.8179
N -9.6389 -6.4439 -0.7640
C -10.6283 2.1621 -0.3167
C -8.5781 -6.5105 -1.4093
H -0.2919 -5.7280 -4.4033
H 6.5363 6.8654 4.7297
H -8.6707 0.9718 -3.7569
C 5.9576 3.5803 5.5053
H 1.7148 -4.4914 -3.8229
H -2.0505 8.3125 -4.4141
N 5.4081 5.2350 -5.6798
O 5.4639 -3.6965 7.6198
H 3.7583 -8.2047 -3.2694
H 2.6085 1.2144 0.7866
O -2.8806 -0.5645 0.0725
H 10.6431 -1.3123 1.7055
H -0.6767 -1.7089 0.8741
C 3.5925 -8.9779 2.8033
H -5.5487 8.0607 -7.3962
H -2.3397 2.0993 -0.7175
C -3.9830 6.8519 -8.2873
C 6.5273 4.9179 -6.1783
H -9.6091 -6.0371 0.1600
H 6.0430 6.2156 -7.6684
O 7.4178 4.2937 -5.6751
C 3.3918 -6.4114 9.0764
O -8.4243 -7.1133 -2.5162
H -5.4065 7.1726 -9.3189
H -13.5715 1.1752 0.1836
H 1.2858 -4.8053 6.9456
H 5.3724 -5.6042 9.5222
C -4.5497 7.6584 -7.3165
H 0.6333 6.5889 2.7993
O -1.7847 7.5859 -4.9825
H -6.7072 -5.8550 -1.1939
C -10.8394 0.3687 -2.3563
O 2.1542 1.6623 0.0692
Br -0.7623 4.9670 4.1640
H -8.6086 2.3497 -0.6912
C -0.6347 -0.7423 0.3942
H 4.2553 5.4269 7.8865
C 0.8139 1.1566 -0.0262
C 2.1691 -5.1474 7.4645
C 2.8616 -6.2430 -3.6222
O -4.6209 6.6423 -9.4709
C -9.6208 1.0020 -2.0982
C 1.8071 -8.4169 -4.0034
C 0.5859 -7.7534 -4.2932
C 3.3322 -4.3798 7.2316
C -0.2232 1.9736 -0.4826
H 6.8974 4.4943 3.7932
C 0.5976 -6.3376 -4.3428
H 5.6768 7.1861 7.8185
C -3.7970 7.9717 -6.1536
O 3.9630 -5.4896 -3.3757
C 4.9408 5.1251 7.1084
Br 12.4896 0.3447 1.1434
Br 5.0906 -7.7691 2.6620
H 6.2906 1.7038 5.7937
Br 4.2004 -10.6715 1.8791
C 2.9332 -7.6008 -3.6170
H 5.2289 4.9902 -4.7164
C 5.5410 6.1743 6.4160
H 1.9413 -9.4883 -4.0237
C -11.8106 1.4936 -0.5074
C 11.0421 -0.9565 0.7556
C 6.2651 5.9519 5.2380
Br 11.5829 -2.5430 -0.3921
H -3.5696 -0.3839 -0.5711
H 6.2084 -3.8250 8.2120
H 1.5042 -0.8716 0.4806
C -2.5419 7.4999 -6.0682
H 3.3470 -7.1398 9.8724
C -0.3231 6.7266 3.3038
O -8.4896 0.8533 -2.8216
H -7.6549 -5.6106 0.2218
C 1.7161 -5.5589 -3.9872
C -9.5216 1.9218 -1.0783
H -2.2086 5.7346 -8.8708
O 1.1055 -6.8603 8.6342
O -0.5856 -8.3924 -4.5496
C 4.4882 -4.5929 7.9307
C 2.1872 -6.1765 8.3634
C 6.4250 4.6931 4.7438
Br -0.0455 7.9492 4.8324
H -10.5306 -6.6366 -1.1973
H -11.0759 -0.4173 -3.0582
Br -1.8860 7.4865 2.2131
H -4.2275 8.5101 -5.3223
O 5.5644 7.4225 6.8949
O 6.2136 2.2846 5.0332
H 0.3458 -6.4538 8.2109
C 4.4918 -5.5963 8.8969
Br 9.5940 0.1961 -0.0301
C -1.7282 0.0613 0.0016
N 6.7513 5.6533 -7.2188
O -12.7534 1.6135 0.4287
H 7.7339 5.7347 -7.4378
H 4.7717 5.8547 -6.1604
H -1.0859 6.2118 -6.7702
N -7.6055 -5.9236 -0.7372
H 4.4879 -5.4311 -4.1774
H 3.3295 -9.2112 3.8350
H -10.5724 2.7693 0.5747
```

Summary:
E: -708280.228 eV
2S+1: 1

---

C41H48AsClF3IIrN5O3 | ωB97M-V/def2-TZVPD

XYZ file:
```
104
C41H48AsClF3IIrN5O3 | the OMol25 dataset | ωB97M-V/def2-TZVPD
H -8.3848 -8.8085 12.4474
H -6.9384 -11.9549 18.9248
C -6.4054 -6.8303 17.2177
H -10.7290 -8.3795 17.9843
C -10.5503 -15.4897 21.2488
C -10.5738 -7.9776 16.9923
As -9.1219 -10.8814 17.4168
H -11.1498 -16.2282 20.7902
H -8.1360 -7.2244 22.4104
C -8.9029 -14.1109 19.9214
C -7.1759 -12.8950 18.4660
C -6.1256 -11.4460 14.0279
H -5.5502 -4.8800 13.5787
C -11.4379 -8.5759 14.7651
H -9.6809 -15.9472 21.6591
H -11.0677 -15.0265 22.0685
H -4.9472 -6.3238 13.9489
O -7.0173 -9.7718 15.6027
C -5.9185 -6.3641 12.1435
O -5.7415 -9.1332 19.8146
H -9.0953 -12.7300 15.5165
H -11.7175 -9.2437 21.4076
H -10.6926 -10.3965 19.5490
C -10.2029 -14.4290 20.2454
C -10.1073 -12.6281 15.0563
H -12.2316 -14.0358 19.8188
H -9.9505 -6.7083 12.2858
H -7.0876 -12.8036 17.3652
C -8.0207 -8.2354 20.4579
N -8.5245 -4.7806 13.1491
H -8.8166 -4.8156 11.1320
H -12.9486 -8.2745 12.3738
C -10.2776 -10.3067 15.9744
C -6.8405 -5.4415 11.3750
C -6.5946 -7.7786 12.2198
C -3.9531 -12.4340 14.3280
C -8.6349 -7.9180 21.7907
H -12.2914 -12.6444 17.0082
C -10.6065 -9.1704 21.2763
F -7.4246 -6.4448 16.3501
C -10.9793 -12.7687 18.6933
C -2.7928 -11.1956 17.6825
C -8.0246 -7.8018 12.5958
N -5.7322 -5.8890 13.4976
H -7.5621 -6.6912 14.3121
C -12.1255 -12.1225 17.9438
O -7.6697 -10.2789 20.4841
C -11.2232 -13.8303 19.5437
C -10.7780 -8.9803 15.8845
H -9.0494 -7.2976 10.8710
N -8.4482 -9.5085 18.3754
C -6.7357 -9.1053 20.7408
F -6.5656 -5.9801 18.2730
C -5.0546 -12.2967 13.5738
H -8.1105 -14.7072 20.3733
H -1.8533 -12.2927 16.1261
C -3.9248 -10.4668 18.0555
H -6.4515 -4.4441 11.3610
C -11.5424 -9.4039 13.6401
H -4.9882 -6.4027 11.5698
H -7.7426 -7.3436 19.8927
F -5.2308 -6.5236 16.6792
H -12.2708 -9.8815 11.7580
H -6.4416 -13.6090 18.7871
H -5.1601 -12.8854 12.6542
H -11.2632 -11.2858 12.9180
C -10.1016 -9.7958 20.2399
H -7.7023 -4.3711 13.5065
C -3.8350 -11.6750 15.5472
H -6.9202 -5.7430 10.3181
H -7.8069 -8.3993 14.6016
H -10.3142 -7.9581 23.0919
C -8.5800 -13.1868 18.9214
C -4.9146 -10.8830 15.9566
H -11.3471 -8.4013 11.7154
H -10.7530 -13.1608 15.7412
Ir -6.5230 -8.8839 17.7141
H -1.9374 -11.2307 18.3449
H -9.0842 -7.3473 14.2678
Cl -2.6958 -13.6818 13.9933
N -4.9017 -10.3190 17.2013
C -8.6548 -9.4835 19.8488
H -10.0675 -13.1250 14.1005
H -13.0886 -12.2614 18.4574
C -6.0803 -10.6210 15.1649
H -4.0700 -10.0689 19.0449
C -10.4611 -11.1614 14.9022
C -9.6508 -12.3886 18.5033
C -9.8529 -8.2882 22.1628
H -9.5648 -7.5456 16.9797
H -11.2679 -7.1301 16.8553
N -8.1221 -7.5319 14.1025
C -8.9293 -6.8276 11.8865
C -2.7081 -11.7531 16.4536
H -6.3570 -9.1258 21.7522
H -9.2136 -4.0017 13.1141
H -11.9838 -7.6275 14.6631
H -6.5655 -8.2218 11.1910
C -12.0804 -8.9746 12.2992
C -11.0875 -10.6789 13.7648
H -5.9699 -8.4296 12.8582
H -12.0245 -11.0796 17.7322
I -7.8263 -11.4438 12.8949
C -8.2984 -5.4329 11.8186
```

Summary:
E: -149330.862 eV
net charge: +1
2S+1: 6
energy above the lowest of the compared OMol25 structures with the same formula, charge and spin: 1.6201 eV

---

C41H48FN9O7Yb | ωB97M-V/def2-TZVPD

XYZ file:
```
107
C41H48FN9O7Yb | the OMol25 dataset | ωB97M-V/def2-TZVPD
H -5.2641 1.4595 3.0547
N -0.1391 1.8791 -1.8752
H 3.9075 -6.5829 -3.4503
H 1.8094 4.5410 1.6517
C -1.3956 -1.9005 -0.8183
C 3.2435 3.6992 0.4098
H 3.6716 1.6726 4.5547
N 3.8593 2.6660 -1.8181
H -7.0608 -2.3388 2.4184
H 2.9101 2.9490 -3.6447
H 5.3533 -5.1713 -1.9308
H -6.1172 -2.5015 0.3410
H 3.4507 0.0323 6.3951
H -1.3381 5.5087 -2.2988
N -3.9182 -0.0481 2.4882
H 3.1425 1.5927 -0.1675
H -6.0943 -2.0551 3.9295
C 2.9121 0.9167 4.6016
C -6.2090 -1.8385 2.8666
H -7.3853 -0.4729 0.8471
O -0.0578 0.1038 2.6615
H -3.2442 -0.1369 0.4744
O 1.4459 -1.0044 -0.0911
C -2.0752 3.0883 0.1168
O -2.4247 -2.1866 -1.4512
O -1.2674 -1.0056 0.1098
C -2.7558 5.3212 0.7389
H 2.9615 -7.1780 -2.0558
C -2.0789 5.8492 -0.3273
C -1.0520 2.7321 -2.2301
C 5.1343 3.0927 -2.3736
H -3.0657 -1.8295 1.8808
C 0.6328 -5.7381 -3.0618
Yb -0.0202 0.7513 0.5139
H -1.8452 6.9237 -0.3515
H 1.1008 3.9034 0.2273
H 5.2288 2.5829 -3.3111
H 4.7076 2.1769 0.0215
C 0.5410 1.2015 -2.9299
H -4.2792 1.2747 0.8993
H 4.0046 3.7868 1.2735
C -1.6047 3.6395 -1.1488
H -3.3044 3.4817 1.7558
C 1.8696 3.6332 0.9832
H 1.9324 3.3201 -2.1583
C 1.6452 -0.9272 5.6308
H -1.4055 -5.2964 -3.8408
H -4.3518 -2.2266 0.1163
N 0.6183 7.5239 1.4192
H 1.4043 -1.5050 6.4913
N -5.0606 -2.3194 2.0827
H -0.3100 -1.2460 4.6949
C 3.0524 -6.4046 -2.8243
C -2.7860 3.9728 0.9738
C -0.3893 -5.4982 -4.1599
F 5.9124 -3.1226 -0.4703
O 0.0316 8.5053 0.9442
H -3.7236 -1.8381 3.5545
N 1.4460 2.3990 1.6490
C 3.7434 2.4861 -0.3944
O 1.1055 6.6638 0.6684
C 2.2359 -3.1018 -0.8146
O -1.9474 1.8433 0.4750
H 3.2219 4.6332 -0.1642
C -5.1594 0.3733 3.2101
C -0.1583 -2.5989 -1.1337
N 0.8624 -4.5440 -2.1833
H 0.1373 0.1386 -3.0491
H 2.1764 -5.6790 -4.6465
C 1.1266 -2.1467 -0.6478
H 2.4567 0.5448 -3.5424
C 2.6958 0.0076 5.6060
H 0.3396 1.7375 -3.8727
C -0.2133 -3.8075 -1.8591
C 2.0223 0.9708 3.5511
C 4.4891 -4.6010 -1.6112
H -5.0351 0.1680 4.2747
C 3.5662 -2.7001 -0.4533
C 1.8893 -6.2617 -3.7686
C 3.2284 -5.0407 -2.0575
H -3.1882 5.9561 1.5832
H 5.9962 2.7515 -1.7234
H 0.2863 -6.5744 -2.3463
H 2.2685 0.5435 -1.8514
C -4.1326 0.2041 1.0091
C -3.8627 -1.5490 2.5225
H 1.5722 -7.2536 -4.0948
C 0.6677 -0.7879 4.6550
C 2.6753 2.5828 -2.6023
H 5.1044 4.1859 -2.6623
C 4.6509 -3.4487 -0.8891
N -5.3597 -0.4695 0.4757
H -0.0438 -4.7480 -4.8352
H -1.2115 -4.2275 -2.1229
C 2.0064 1.1576 -2.7309
C 2.2199 2.0049 2.6203
H -6.6527 1.0618 1.3028
C 2.0846 -4.2818 -1.6976
C -5.2511 -1.9092 0.6627
C -1.6077 5.0381 -1.3249
H -0.5397 -6.4188 -4.7402
H 3.7284 -1.7861 0.1010
C 0.8339 0.1016 3.5463
H 3.2610 2.4142 2.7508
N -6.4066 -0.3001 2.7842
H -1.2913 2.8769 -3.2776
C -6.4972 -0.0179 1.3161
```

Summary:
E: -105287.072 eV
net charge: -1
2S+1: 2
energy above the lowest of the compared OMol25 structures with the same formula, charge and spin: 0.0000 eV